Formula: H28O14
Source: the Open Molecules 2025 dataset
Level of theory: wB97M-V/def2-TZVPD

Output
* E_tot: -29116.5354 eV
* HOMO: -10.6 eV
* spin multiplicity: 1
* energy relative to the best compared isomer or geometry (same formula, charge and spin): 5.116 eV

Geometry as XYZ:
```
42
Properties=species:S:1:pos:R:3:forces:R:3
H -1.50720 -0.96762 -0.30393 -0.3 -1.1 -0.7
H -0.19883 -0.14422 -0.30677 -1.8 -0.3 0.9
H 1.33074 2.49658 1.88307 0.1 -0.5 0.1
H 2.64681 1.91669 2.37709 0.9 0.2 1.0
H 4.16199 -2.39754 -1.92235 1.7 2.4 -0.6
H 2.74712 -2.80761 -1.61388 0.2 0.1 -0.3
H 1.07067 -3.63259 0.14898 0.2 -0.9 -0.3
H 2.11269 -2.53289 0.31671 -1.5 -0.3 1.0
H 0.03722 3.94670 -1.96273 0.5 0.8 0.6
H 0.81324 3.26648 -0.97974 0.5 -1.7 1.1
H -5.35527 -0.41061 -0.09981 0.8 2.2 1.8
H -6.77781 -0.78166 -0.70906 0.9 0.4 0.4
H -2.45606 1.87311 -0.81698 0.4 -0.3 0.2
H -2.90470 3.11964 -0.09720 0.8 -0.3 0.1
H -2.39192 0.10090 2.94544 1.2 0.2 0.2
H -3.65356 -0.58521 2.56854 0.3 1.3 0.1
H 1.03319 -0.70256 -1.33620 -0.4 0.6 1.7
H 1.90462 -0.79272 -2.48247 -0.8 -0.7 -0.2
H -0.44785 -3.17340 1.21540 -1.0 -0.1 -2.0
H -0.56515 -3.56850 -0.36287 -0.1 0.2 0.4
H 3.48394 -1.08582 2.03965 -0.5 -0.3 3.3
H 4.12765 -0.09751 1.05026 0.2 0.5 0.2
H 0.98077 0.36080 1.39902 -0.8 -0.4 1.2
H -0.26539 -0.34862 1.93060 -3.4 -3.1 -1.7
H -3.39126 1.20445 -2.56856 -0.1 -1.1 0.3
H -3.56804 0.02289 -1.57519 -1.0 -0.5 2.3
H 2.90326 2.90984 -0.42433 0.1 -0.2 -0.2
H 4.25239 3.37200 -0.16487 1.8 1.5 1.8
O -1.02453 -0.34384 0.21217 1.2 1.2 -0.8
O 1.98378 1.79418 1.72547 0.1 1.7 -1.5
O 3.65226 -3.12945 -1.72811 -1.9 -2.5 0.7
O 1.17795 -2.80414 0.58778 4.0 1.6 -0.3
O 0.69023 4.14760 -1.25224 -1.1 0.9 -1.6
O -5.83352 -0.99271 -0.61495 -1.6 -2.5 -2.1
O -2.13047 2.52413 -0.18488 -1.0 0.7 -0.3
O -3.26793 0.32457 2.67019 -1.5 -1.5 -0.4
O 1.13751 -1.26071 -2.07426 1.6 -0.1 -1.8
O -1.04086 -3.25958 0.41188 -1.6 -0.5 1.4
O 3.65407 -0.91291 1.16534 0.2 -0.2 -3.7
O 0.37731 0.21807 2.15846 3.7 2.6 1.8
O -3.29396 0.23771 -2.42491 1.1 1.6 -2.8
O 3.79490 2.89608 -0.79976 -1.7 -1.4 -1.5
```
Forces are in eV/Å.


Formula: H28O18S
Source: the Open Molecules 2025 dataset
Level of theory: wB97M-V/def2-TZVPD

Output
* E_tot: -48145.4364 eV
* HOMO (spin up / spin down): -8.1 / -8.0 eV
* spin multiplicity: 2
* net charge: -1

Geometry as XYZ:
```
47
Properties=species:S:1:pos:R:3:forces:R:3
S 21.55814 -14.91289 13.59138 -1.6 0.9 0.7
O 22.05556 -13.61089 14.06207 1.2 -2.8 -0.2
O 20.42923 -15.42098 14.37147 0.6 1.4 -0.4
O 21.19741 -14.79785 12.19545 0.0 0.3 -0.4
O 22.59990 -15.94664 13.76738 1.6 -0.2 0.4
O 25.13959 -17.30648 12.97576 0.2 -0.4 0.0
H 25.44087 -16.40653 12.85105 0.2 0.3 0.0
H 24.19498 -17.22711 13.10853 -0.1 -0.2 0.1
O 24.73460 -13.06531 13.88161 0.6 0.2 0.9
H 23.81854 -13.24545 13.67037 -0.5 0.2 -0.2
H 25.22492 -13.40631 13.13359 0.0 -0.2 -0.3
O 19.62269 -16.80045 11.42969 -0.6 -0.8 -0.2
H 19.12011 -16.33453 10.76143 -0.1 0.1 -0.2
H 20.24177 -16.15007 11.76131 0.1 0.1 0.1
O 21.27593 -17.02219 16.21697 0.4 -0.6 0.8
H 21.94809 -17.04115 15.53575 0.0 -0.1 -0.1
H 20.56881 -16.49730 15.84188 0.0 0.0 0.1
O 24.53330 -15.39420 15.39360 0.7 -1.1 0.7
H 24.69179 -14.53016 15.01339 0.3 1.6 -0.6
H 23.66107 -15.63682 15.08284 -1.0 -0.3 0.0
O 18.17600 -14.32946 15.60540 -0.2 0.3 0.4
H 17.39080 -14.86660 15.49975 -0.2 -0.1 -0.1
H 18.78587 -14.66397 14.94784 0.2 0.0 -0.2
O 25.07813 -14.77682 11.76960 0.3 0.1 0.0
H 25.42650 -14.36818 10.97721 0.1 0.1 -0.3
H 24.34504 -15.31004 11.46222 -0.4 -0.2 -0.1
O 18.81777 -17.42986 14.04929 -0.6 -0.8 0.6
H 18.76143 -17.51074 13.09717 0.1 0.2 -0.5
H 19.34948 -16.64693 14.19259 0.0 -0.1 -0.2
O 22.10225 -18.34008 12.77655 0.3 -0.6 -0.4
H 21.28673 -18.59309 13.20914 -0.4 -0.1 0.1
H 22.27674 -17.45368 13.09292 -0.2 0.1 0.0
O 21.50573 -12.88295 16.45394 0.1 0.3 0.9
H 21.82555 -13.04583 15.56657 0.0 -0.1 0.3
H 20.56070 -12.77040 16.35154 -0.3 0.0 0.0
O 22.52989 -12.99423 10.54253 0.5 0.8 -0.1
H 23.10045 -13.58181 10.04712 -0.2 -0.2 -0.3
H 22.12807 -13.55379 11.20710 -0.2 0.0 0.2
O 18.60745 -13.39639 11.85556 -0.5 -0.1 -0.1
H 19.35767 -13.98601 11.93143 0.3 0.0 0.0
H 18.96242 -12.52968 12.05315 0.2 0.3 0.1
O 21.07571 -11.52238 13.54219 -1.0 1.6 -0.5
H 21.86569 -10.98518 13.60208 0.1 0.2 -0.1
H 21.34061 -12.37734 13.88145 -0.2 0.4 -0.2
O 21.77218 -15.58122 9.76634 0.6 -0.1 -0.9
H 21.57253 -15.40907 10.68653 0.0 0.0 0.1
H 21.98896 -16.51312 9.73808 -0.1 -0.4 0.0
```
Forces are in eV/Å.


Formula: H29O14
Source: the Open Molecules 2025 dataset
Level of theory: wB97M-V/def2-TZVPD

Output
* E_tot: -29130.7308 eV
* HOMO (spin up / spin down): -2.7 / -10.9 eV
* spin multiplicity: 2
* energy relative to the best compared isomer or geometry (same formula, charge and spin): 0.488 eV

Geometry as XYZ:
```
43
Properties=species:S:1:pos:R:3:forces:R:3
O 1.70274 1.77980 2.89917 0.0 -0.7 0.3
H 1.45040 3.46633 2.37537 0.1 0.1 -0.1
O 0.81333 -2.12175 -2.70341 -0.1 -0.6 -0.1
H 1.33926 -1.94933 -3.49062 0.2 0.3 0.1
H -2.60251 -4.06484 -0.02356 0.1 0.2 -0.6
O -1.51474 -0.72999 1.10677 -0.1 -0.1 -1.1
H 0.24653 2.61191 -0.20136 -0.4 -0.4 0.0
H -1.95652 -1.10461 1.87183 0.0 0.2 0.4
O 2.73426 -0.10070 -1.63911 0.7 0.5 -0.1
H 3.22929 -0.23044 -0.80981 -0.4 -0.2 0.0
H 2.77285 0.86490 -1.68832 -0.2 0.0 -0.2
O -3.96617 0.49694 2.66243 1.2 1.7 -2.4
H -4.90419 0.51296 2.54190 -0.2 -0.9 1.3
H -3.29119 0.16329 3.23300 -1.0 -0.7 1.1
O 0.30150 -3.13156 2.80866 0.2 0.6 0.4
H -2.29616 -2.48204 0.04670 0.1 -0.2 -0.5
H 1.59140 2.67906 0.33052 0.2 -0.4 0.1
O 0.50211 -0.90184 -0.55389 -1.8 0.5 -1.9
H -0.48299 -0.73235 -0.49625 0.0 -1.0 1.2
H 0.49745 -1.54101 -1.40055 0.8 0.9 0.7
O -1.09126 3.55539 -2.42834 0.2 0.4 0.0
H -0.44081 3.95415 -3.01359 -0.1 0.1 -0.5
H 0.70156 -3.99755 2.89979 -0.2 -0.2 -0.3
O 3.38634 0.20548 1.14792 1.2 -0.3 -1.1
H 3.97138 -0.31017 1.70659 -0.2 0.0 0.3
H 2.43881 1.24911 3.23335 0.1 0.4 0.4
O 1.46328 4.21350 1.74992 0.0 0.1 0.0
H -1.82912 -2.27760 -4.51279 -0.6 -0.3 -0.2
H -0.83293 -0.08681 1.35288 -0.1 0.1 0.8
O 1.02772 2.04892 -0.15764 0.4 0.7 0.1
H -0.34553 -3.13187 2.09739 0.0 -0.3 -0.2
H -1.49487 1.39170 -1.55527 -0.2 -0.1 -0.6
O -0.73464 0.88144 -1.85866 0.5 -0.6 0.3
H 2.64532 0.52709 1.64216 -0.8 0.2 0.4
H -0.80002 0.57866 -2.77074 -0.7 0.4 -0.1
O -1.79398 -2.43820 -3.57162 0.6 0.3 0.8
H 1.07704 -2.98743 -2.38420 0.1 -0.5 -0.2
H -2.52551 -2.95950 -3.23755 -0.3 0.0 -0.6
O -2.55557 -3.27869 0.51712 -0.1 -0.1 1.1
H 0.64814 4.69754 1.91224 0.0 0.0 0.0
H -0.55862 3.50760 -1.62908 -0.1 -0.1 0.2
H 0.93635 1.20067 3.06715 -0.2 0.2 -0.1
H 0.54028 -0.02816 -1.07649 1.3 -0.1 0.6
```
Forces are in eV/Å.


Formula: H2I3P2
Source: the Open Molecules 2025 dataset
Level of theory: wB97M-V/def2-TZVPD

Output
* E_tot: -42903.2830 eV
* HOMO: -12.5 eV
* spin multiplicity: 1
* net charge: +1
* energy relative to the best compared isomer or geometry (same formula, charge and spin): 2.015 eV

Geometry as XYZ:
```
7
Properties=species:S:1:pos:R:3:forces:R:3
P -0.56629 1.06400 1.45520 0.3 -0.1 -0.5
P -1.36994 -0.89870 1.35540 0.9 -1.1 0.4
I 2.55689 0.66076 -3.40857 -0.1 0.0 0.1
I 0.60573 -0.64027 -2.15921 0.1 0.0 -0.2
I 0.50597 -2.33972 1.83560 -1.0 1.0 -0.3
H -1.71397 1.46658 0.76319 -0.5 0.4 0.2
H -0.01840 0.68735 0.15839 0.4 -0.1 0.4
```
Forces are in eV/Å.